# 1
Molecular formula: C7H18F3O7V
Method: DFT, ωB97M-V/def2-TZVPD

XYZ file:
```
36
Properties=species:S:1:pos:R:3:forces:R:3
O -1.844708 -0.953060 -0.381450 2.166 0.825 -0.057
V -0.382699 -0.254150 -0.321716 -2.037 -0.243 0.818
O -0.499886 1.172236 -1.055679 0.388 -1.351 0.247
C 1.842072 -0.686432 1.339483 -0.976 0.815 1.006
O 1.742061 0.448949 0.481891 0.360 0.328 -0.379
O 0.758004 -1.399895 1.095288 -0.994 -0.131 -1.629
C 3.179895 -1.393492 1.103026 0.355 0.037 -0.274
F 3.675477 -1.139343 -0.137766 -0.046 -0.163 0.317
F 4.096673 -0.961371 1.995647 0.116 0.023 -0.160
F 3.084986 -2.707544 1.235142 0.018 -0.248 -0.002
C 2.514769 1.618028 0.768488 -0.153 0.517 -1.042
C 2.737671 2.364557 -0.549615 0.132 -0.229 0.390
H 3.173698 1.650248 -1.248283 -0.158 0.123 -0.201
H 1.808879 2.789713 -0.920197 -0.022 -0.162 -0.199
H 3.470232 3.163672 -0.428055 -0.071 0.047 0.163
H 3.501178 1.356334 1.146192 -0.174 -0.125 0.486
H 1.926201 2.249499 1.438678 0.351 -0.056 0.370
H 1.816493 -0.315057 2.385241 0.560 -0.041 -0.010
C -5.373733 -1.540996 -0.456771 0.257 -1.439 -1.155
O -5.319793 -0.249425 -1.011970 -0.208 0.698 0.793
H -5.866855 -1.577029 0.509953 -0.148 0.588 -0.021
H -5.920252 -2.208785 -1.143507 -0.196 0.070 0.296
H -4.405707 -2.046667 -0.336794 0.172 0.551 0.069
H -4.881094 -0.218205 -1.863982 0.174 -0.432 0.091
C -2.460246 1.016710 1.975564 -0.364 -0.743 1.139
O -1.102650 0.825664 1.570287 0.000 -0.065 -0.612
H -3.159551 0.688290 1.213873 0.378 0.192 -0.472
H -2.660815 0.361387 2.835798 0.092 0.114 -0.083
H -2.683963 2.030825 2.304728 0.241 0.168 -0.362
H -0.487400 1.249128 2.172407 -0.076 -0.015 0.054
C 1.437272 -0.589817 -2.811643 0.603 0.113 0.276
O 0.535411 -1.287076 -1.929467 -0.065 0.432 0.082
H 2.048945 -1.291780 -3.375349 -0.358 -0.134 -0.202
H 0.858832 0.076325 -3.441478 -0.061 -0.097 -0.113
H 2.146930 -0.007314 -2.224353 -0.242 0.046 0.135
H 0.693673 -2.234127 -1.933609 -0.014 -0.013 0.241
```
Forces are in eV/Å.

=====

# 2
Molecular formula: C30H42F20NO17PSi
Method: DFT, ωB97M-V/def2-TZVPD

XYZ file:
```
112
Properties=species:S:1:pos:R:3:forces:R:3
C 3.140598 1.064962 5.273771 -0.001 0.018 -0.364
C 3.236776 2.263114 4.299981 -0.114 0.147 0.211
C 1.931317 2.623822 3.527166 0.346 0.176 0.128
C 2.050218 4.066607 2.954944 0.066 -0.272 -0.404
Si 1.471898 1.421005 2.166309 -0.070 0.362 1.075
N 1.346836 -0.240553 2.922117 -1.161 -0.512 -1.365
C 0.041430 -0.618554 3.237953 1.259 -1.047 0.176
O -0.873217 0.101410 3.344008 -1.096 0.785 0.241
F -0.079136 -1.965115 3.468949 0.405 0.905 -0.306
C 2.163694 -1.288650 2.431913 -1.150 0.883 -0.214
O 3.015353 -1.792082 3.021013 2.026 -1.285 1.090
F 1.884677 -1.655170 1.164885 -0.347 0.252 -0.124
P 2.988676 1.516215 0.512642 0.331 0.978 -0.839
O 3.088002 2.958198 0.166602 -0.037 -0.859 0.340
O 4.405799 0.920938 1.008774 -0.228 0.247 -0.314
O 2.559606 0.601578 -0.748234 0.130 -0.126 0.680
H 3.900205 1.166393 6.062356 -0.322 -0.088 -0.192
H 2.132461 1.019142 5.725544 0.489 -0.015 -0.046
H 3.335857 0.110667 4.754083 -0.167 0.375 0.298
H 4.053426 2.086136 3.577978 -0.206 0.139 0.238
H 3.520268 3.170416 4.873095 -0.126 -0.416 -0.291
H 1.081167 2.590593 4.240812 0.287 -0.053 -0.308
H 1.905214 4.798952 3.763397 0.074 -0.191 -0.329
H 1.331133 4.260158 2.133673 0.239 0.029 0.534
H 3.052814 4.193622 2.501940 -0.520 0.043 0.299
H 0.184024 1.789846 1.561174 -0.003 -0.213 -0.192
H 5.066544 1.643205 0.983435 -0.324 -0.404 0.004
H 1.669738 0.224069 -0.670683 0.237 0.084 -0.074
C 1.038739 -2.659489 -2.361030 -0.259 0.008 0.037
C 1.474852 -2.225962 -3.741890 0.402 0.056 0.264
O 0.440332 -2.470054 -4.719835 -0.168 0.083 -0.157
C -0.538374 -1.581549 -4.773195 0.238 -0.008 0.131
O -0.673533 -0.601769 -4.098745 -0.065 -0.106 -0.088
C -1.517169 -1.967328 -5.902376 -0.209 -0.025 -0.123
F -1.825359 -3.269273 -5.860246 0.032 0.177 -0.023
F -0.967202 -1.703509 -7.098769 -0.043 -0.043 0.153
F -2.649211 -1.265930 -5.802790 0.245 -0.091 -0.022
H 0.736980 -3.707179 -2.360105 0.101 -0.018 -0.008
H 1.858144 -2.529816 -1.653478 0.033 -0.018 -0.035
H 0.185923 -2.072333 -2.016677 0.048 0.046 -0.005
H 2.330589 -2.805538 -4.080920 -0.109 -0.060 -0.120
H 1.751081 -1.171788 -3.766205 -0.118 0.023 -0.027
C -5.617341 -0.754202 -4.956019 -0.278 0.039 -0.075
C -5.497536 0.254352 -3.836252 0.309 -0.253 -0.019
O -6.437337 1.340125 -4.015644 -0.214 0.093 0.131
C -7.682784 1.099789 -3.625867 0.236 -0.187 0.059
O -8.109177 0.093405 -3.139550 -0.004 0.182 -0.071
C -8.547313 2.359742 -3.842248 -0.210 0.151 -0.151
F -8.339974 2.896599 -5.052138 -0.047 -0.095 0.191
F -8.235552 3.290363 -2.919895 -0.011 -0.114 -0.052
F -9.840709 2.072051 -3.721143 0.241 0.037 -0.015
H -5.488056 -0.266071 -5.922455 0.088 -0.013 0.019
H -4.857586 -1.523938 -4.849245 0.032 0.000 0.031
H -6.594808 -1.236231 -4.948287 0.012 0.007 0.064
H -4.516457 0.725351 -3.839136 -0.078 0.115 -0.043
H -5.652704 -0.202235 -2.859093 -0.144 0.029 -0.021
C -5.587995 5.083159 -1.789112 0.171 0.142 0.038
C -5.741652 4.061572 -0.684851 -0.293 -0.015 -0.346
O -4.558277 4.018897 0.142889 0.074 0.073 0.258
C -4.463617 4.963429 1.070308 -0.246 -0.051 -0.171
O -5.251938 5.832407 1.304001 0.176 -0.110 0.013
C -3.164943 4.764498 1.880186 0.193 0.050 0.111
F -2.117678 4.531367 1.076883 -0.107 0.024 0.114
F -3.299575 3.710926 2.704372 0.017 0.096 -0.090
F -2.897992 5.840708 2.617876 -0.061 -0.181 -0.124
H -4.686741 4.881168 -2.369467 -0.047 -0.057 -0.030
H -6.447787 5.047612 -2.456016 -0.005 -0.028 0.015
H -5.506374 6.091136 -1.383350 -0.065 -0.017 0.029
H -5.836297 3.059224 -1.098280 0.128 -0.026 0.082
H -6.617412 4.257901 -0.067352 0.097 0.077 0.091
C 1.253785 -3.008665 -9.252407 0.030 0.097 0.171
C 2.718384 -3.192961 -9.582882 -0.220 -0.181 -0.257
O 3.550462 -2.360976 -8.743421 0.149 -0.012 0.217
C 3.795910 -2.823594 -7.526475 -0.180 -0.107 -0.229
O 3.418326 -3.855922 -7.051823 0.083 0.167 0.006
C 4.689539 -1.826729 -6.757534 0.024 0.110 0.120
F 4.250216 -0.569277 -6.897495 0.066 -0.165 0.035
F 5.951102 -1.884197 -7.206776 -0.168 -0.007 0.055
F 4.688029 -2.128776 -5.457315 0.055 0.065 -0.133
H 0.974552 -1.957336 -9.329889 -0.003 -0.022 -0.061
H 0.642004 -3.584167 -9.946658 0.016 -0.004 -0.017
H 1.032490 -3.344205 -8.239600 0.019 -0.050 -0.032
H 2.934692 -2.868295 -10.598272 0.072 0.085 0.063
H 3.029342 -4.232106 -9.480878 0.025 0.031 0.110
C 6.452759 -1.829273 2.466236 0.128 0.198 -0.006
C 6.566926 -2.773145 3.640282 -0.308 -0.110 -0.209
O 7.756293 -2.502532 4.415821 0.078 0.139 0.222
C 7.678310 -1.486637 5.264867 -0.194 -0.126 -0.177
O 6.735982 -0.774708 5.459704 0.164 -0.046 0.015
C 9.008813 -1.353506 6.037286 0.180 0.075 0.110
F 10.063236 -1.435770 5.214687 -0.135 0.021 0.101
F 9.109647 -2.338500 6.944468 -0.023 0.108 -0.114
F 9.065581 -0.186262 6.677369 -0.031 -0.183 -0.101
H 7.347441 -1.870011 1.843273 -0.023 -0.097 -0.002
H 5.587804 -2.094202 1.859290 -0.003 -0.014 0.019
H 6.327932 -0.801030 2.805620 -0.083 -0.028 0.018
H 6.676222 -3.803096 3.307557 0.130 0.016 0.059
H 5.691923 -2.713977 4.286774 0.055 0.088 0.050
C -3.622948 0.194632 5.275439 0.072 -0.171 -0.040
C -4.282186 -0.142591 6.593240 -0.046 0.380 -0.079
O -4.299379 -1.570644 6.814668 0.124 -0.184 0.125
C -3.171402 -2.104324 7.263522 -0.050 0.274 -0.052
O -2.148859 -1.535201 7.514472 -0.119 -0.148 -0.023
C -3.363275 -3.622530 7.470278 0.037 -0.224 0.003
F -3.979151 -4.186115 6.422149 0.086 0.071 0.129
F -4.113792 -3.842557 8.562260 0.079 0.039 -0.123
F -2.187833 -4.226184 7.640923 -0.181 0.116 -0.019
H -4.114583 -0.330517 4.455620 -0.047 0.055 0.009
H -3.682358 1.266673 5.087517 -0.021 0.006 0.020
H -2.574057 -0.093861 5.273764 0.000 0.051 0.037
H -5.328851 0.154509 6.599335 -0.018 -0.140 0.007
H -3.784589 0.346049 7.430557 0.070 -0.107 0.006
```
Forces are in eV/Å.

=====

HOMO-LUMO gap readings, ordered: 9.6; 10.6 eV
E_tot readings, ordered: -2047.79257; -5130.62313 Ha